[1]
Entry from the Open Molecules 2025 dataset: C31H30FeO3P as an isolated structure at a distorted geometry (the ωB97M-V functional and the def2-TZVPD basis).

HOMO energy (alpha / beta) in eV: 4.03 / -0.51
Charge: -3
Multiplicity: 5
LUMO (alpha / beta) in Eh: 0.2103 / 0.2072
HOMO-LUMO gap (alpha / beta) in eV: 1.7 / 6.2

Cartesian coordinates (Å):
O (-2.020, -2.162, 2.442)
C (-1.165, -1.710, 1.798)
Fe (0.461, -1.576, 0.903)
C (0.759, -3.277, 1.029)
O (1.102, -4.355, 1.306)
C (1.215, -1.495, 2.511)
O (1.601, -1.944, 3.513)
C (0.434, 1.054, 0.428)
C (1.890, 1.209, 0.669)
C (2.842, 0.043, 0.253)
C (2.238, -1.329, 0.191)
C (1.433, -1.666, -0.975)
C (0.406, -0.825, -1.335)
C (-0.190, 0.062, -0.345)
H (-0.207, 1.783, 0.937)
H (2.280, 2.127, 0.181)
H (2.061, 1.379, 1.748)
H (3.299, 0.264, -0.726)
H (3.680, -0.009, 0.967)
H (2.921, -2.094, 0.582)
H (1.690, -2.567, -1.547)
H (-0.122, -0.926, -2.292)
H (-1.305, 0.067, -0.418)
C (1.875, 9.802, 1.958)
C (1.258, 8.474, 1.609)
C (2.032, 7.305, 1.556)
C (1.442, 6.066, 1.315)
C (0.048, 5.965, 1.131)
P (-0.654, 4.266, 1.036)
C (-0.872, 3.931, 2.831)
C (-1.455, 2.691, 3.175)
C (-1.759, 2.407, 4.503)
C (-1.518, 3.353, 5.506)
C (-1.935, 3.073, 6.921)
C (-0.889, 4.556, 5.175)
C (-0.556, 4.842, 3.853)
C (-2.380, 4.746, 0.636)
C (-2.629, 5.073, -0.713)
C (-3.840, 5.650, -1.082)
C (-4.831, 5.913, -0.127)
C (-6.121, 6.571, -0.535)
C (-4.597, 5.549, 1.202)
C (-3.389, 4.967, 1.585)
C (-0.709, 7.144, 1.100)
C (-0.109, 8.377, 1.343)
H (1.126, 10.601, 1.923)
H (2.300, 9.774, 2.970)
H (2.687, 10.067, 1.269)
H (3.110, 7.370, 1.713)
H (2.052, 5.164, 1.285)
H (-1.696, 1.955, 2.406)
H (-2.200, 1.443, 4.775)
H (-1.673, 3.906, 7.580)
H (-3.019, 2.912, 6.985)
H (-1.452, 2.168, 7.308)
H (-0.661, 5.277, 5.962)
H (-0.075, 5.787, 3.612)
H (-1.851, 4.899, -1.456)
H (-4.025, 5.900, -2.128)
H (-6.799, 6.671, 0.319)
H (-5.941, 7.569, -0.956)
H (-6.635, 5.983, -1.306)
H (-5.370, 5.717, 1.951)
H (-3.224, 4.711, 2.629)
H (-1.775, 7.095, 0.904)
H (-0.729, 9.274, 1.325)

Results of the Löwdin charge analysis, in e, for atoms 1 through 5:
1. O 0.01
2. C -0.18
3. Fe 0.02
4. C -0.23
5. O 0.06

[2]
Entry from the Open Molecules 2025 dataset: a single C4H12N2O molecule at a distorted geometry (the ωB97M-V functional and the def2-TZVPD basis).

HOMO energy in eV: -8.14
Energy above the lowest of the compared OMol25 structures with the same formula, charge and spin in kJ/mol: 166.9
Structure (SMILES): C[C@@H](O)CNCN
LUMO in Eh: 0.0347
HOMO-LUMO gap in eV: 9.1

Cartesian coordinates (Å):
C (1.111, -0.433, -2.353)
C (0.421, 0.034, -1.100)
O (-0.926, 0.513, -1.335)
C (0.352, -1.082, -0.054)
N (0.001, -0.542, 1.257)
C (-0.717, 0.683, 1.522)
N (-0.989, 0.740, 2.951)
H (0.535, -1.151, -2.941)
H (2.097, -0.800, -2.076)
H (1.262, 0.390, -3.060)
H (0.991, 0.830, -0.636)
H (-0.980, 0.472, -2.296)
H (-0.334, -1.869, -0.378)
H (1.381, -1.446, 0.022)
H (-0.352, -1.280, 1.841)
H (-0.165, 1.535, 1.110)
H (-1.683, 0.707, 1.002)
H (-1.720, 1.444, 3.040)
H (-0.286, 1.255, 3.483)

Results of the Löwdin charge analysis, in e, for atoms 1 through 5:
1. C -0.06
2. C -0.43
3. O -0.05
4. C -0.18
5. N -0.07

[3]
Entry from the Open Molecules 2025 dataset: a 4-piece molecular cluster, H8O4 overall at a distorted geometry (the ωB97M-V functional and the def2-TZVPD basis).

HOMO energy in eV: -10.71
Energy above the lowest of the compared OMol25 structures with the same formula, charge and spin in kJ/mol: 94.3
Structure (SMILES): O.O.O.O
LUMO in Eh: 0.0066
HOMO-LUMO gap in eV: 10.9

Cartesian coordinates (Å):
O (1.282, -0.982, 1.622)
H (0.706, -0.954, 2.393)
H (0.721, -0.846, 0.859)
O (-2.299, 1.168, -0.082)
H (-2.856, 1.023, 0.687)
H (-1.561, 1.659, 0.251)
O (-0.208, -0.716, -0.716)
H (-0.601, -1.512, -0.344)
H (-0.952, -0.117, -0.537)
O (2.038, 0.663, -1.077)
H (1.285, 0.116, -1.093)
H (2.450, 0.495, -1.968)

Results of the Löwdin charge analysis, in e, for atoms 1 through 5:
1. O -0.05
2. H 0.03
3. H -0.04
4. O -0.02
5. H 0.06

[4]
Entry from the Open Molecules 2025 dataset: a 2-piece molecular cluster, H2N2O4P overall at a distorted geometry (the ωB97M-V functional and the def2-TZVPD basis).

HOMO energy in eV: -4.81
Energy above the lowest of the compared OMol25 structures with the same formula, charge and spin in kJ/mol: 154.6
Charge: -1
LUMO in Eh: 0.1291
HOMO-LUMO gap in eV: 8.3

Cartesian coordinates (Å):
N (-0.591, 0.718, 0.322)
N (2.149, -0.695, -0.310)
O (3.319, -0.718, -0.763)
O (-2.780, 0.385, -1.007)
O (1.873, 0.211, 0.517)
O (-1.863, -1.512, 0.647)
P (-1.854, -0.164, 0.078)
H (-0.741, 1.607, -0.083)
H (0.488, 0.168, 0.599)

Results of the Löwdin charge analysis, in e, for atoms 1 through 5:
1. N -0.12
2. N -0.30
3. O -0.17
4. O -0.40
5. O -0.18

[5]
Entry from the Open Molecules 2025 dataset: a single C6H8O2 molecule at a distorted geometry (the ωB97M-V functional and the def2-TZVPD basis).

HOMO energy in eV: -10.07
Energy above the lowest of the compared OMol25 structures with the same formula, charge and spin in kJ/mol: 359.1
Structure (SMILES): O=CO[C@H]1C[C@H]2C[C@H]21
LUMO in Eh: 0.0362
HOMO-LUMO gap in eV: 11.1

Cartesian coordinates (Å):
O (-1.468, 0.832, -1.890)
C (-0.572, 0.161, -2.431)
O (0.541, -0.290, -1.822)
C (0.881, -0.196, -0.400)
C (0.740, 1.227, 0.539)
C (0.197, 0.145, 1.568)
C (-1.074, -0.596, 1.128)
C (0.369, -1.094, 0.722)
H (-0.492, -0.020, -3.606)
H (2.031, -0.275, -0.403)
H (-0.111, 1.749, 0.312)
H (1.548, 1.899, 0.644)
H (0.408, 0.178, 2.592)
H (-1.806, -1.322, 1.759)
H (-1.793, -0.295, 0.357)
H (0.600, -2.104, 0.932)

Results of the Löwdin charge analysis, in e, for atoms 1 through 5:
1. O 0.02
2. C -0.30
3. O -0.02
4. C -0.18
5. C 0.02

[6]
Entry from the Open Molecules 2025 dataset: an isolated ion of composition H3NO3P2 and charge -2 at a distorted geometry (the ωB97M-V functional and the def2-TZVPD basis).

HOMO energy in eV: 0.85
Energy above the lowest of the compared OMol25 structures with the same formula, charge and spin in kJ/mol: 27.8
Charge: -2
Structure (SMILES): NPP(=O)([O-])[O-]
LUMO in Eh: 0.2808
HOMO-LUMO gap in eV: 6.8

Cartesian coordinates (Å):
N (0.764, 0.187, 0.090)
P (-0.202, -1.252, -0.235)
P (-2.245, 0.009, -0.065)
O (-1.526, 1.173, 0.612)
O (-2.513, 0.456, -1.509)
O (-3.322, -0.638, 0.730)
H (1.096, 0.559, -0.786)
H (-0.198, 0.933, 0.231)
H (-0.222, -1.669, 1.249)

Results of the Löwdin charge analysis, in e, for atoms 1 through 5:
1. N -0.48
2. P 0.42
3. P -0.09
4. O -0.50
5. O -0.56

[7]
Entry from the Open Molecules 2025 dataset: C18H18N5OS2Tl as an isolated structure (the ωB97M-V functional and the def2-TZVPD basis).

HOMO energy in eV: -7.44
Energy above the lowest of the compared OMol25 structures with the same formula, charge and spin in kJ/mol: 0.0
LUMO in Eh: 0.0141
HOMO-LUMO gap in eV: 7.8

Cartesian coordinates (Å):
Tl (-0.606, 1.315, -0.105)
N (0.682, -2.805, -1.144)
C (1.886, -2.563, -0.512)
C (2.744, -3.374, 0.221)
C (3.885, -2.776, 0.721)
C (4.163, -1.420, 0.494)
C (3.305, -0.621, -0.236)
C (2.146, -1.206, -0.741)
N (1.108, -0.640, -1.467)
C (0.261, -1.616, -1.663)
C (-1.041, -1.463, -2.308)
C (-1.859, -2.456, -2.750)
S (-3.334, -1.788, -3.292)
C (-2.757, -0.224, -2.902)
N (-1.557, -0.196, -2.415)
H (0.093, -3.608, -1.003)
H (2.530, -4.420, 0.400)
H (4.580, -3.367, 1.303)
H (5.071, -0.995, 0.903)
H (3.513, 0.426, -0.413)
H (-1.677, -3.518, -2.776)
H (-3.352, 0.671, -3.025)
C (1.644, 1.468, 3.554)
C (0.614, 0.378, 3.543)
C (0.365, -0.425, 4.645)
C (-0.602, -1.404, 4.488)
N (-1.274, -1.598, 3.363)
C (-0.977, -0.780, 2.340)
S (-1.794, -0.994, 0.822)
N (-0.053, 0.201, 2.406)
H (2.067, 1.610, 4.547)
H (1.200, 2.404, 3.215)
H (2.450, 1.218, 2.861)
H (0.898, -0.295, 5.576)
H (-0.848, -2.071, 5.309)
C (-0.886, 3.205, -3.360)
O (-1.977, 3.928, -2.760)
C (-2.829, 3.237, -2.071)
C (-3.808, 4.188, -1.464)
H (-0.938, 3.371, -4.434)
H (-0.966, 2.148, -3.115)
H (0.037, 3.625, -2.966)
H (-3.450, 4.363, -0.442)
H (-4.785, 3.717, -1.367)
H (-3.875, 5.149, -1.980)

Results of the Löwdin charge analysis, in e, for atoms 1 through 5:
1. Tl 0.62
2. N 0.18
3. C -0.18
4. C -0.02
5. C -0.09

[8]
Entry from the Open Molecules 2025 dataset: a single C3H3N5 molecule at a distorted geometry (the ωB97M-V functional and the def2-TZVPD basis).

HOMO energy in eV: -9.69
Energy above the lowest of the compared OMol25 structures with the same formula, charge and spin in kJ/mol: 413.5
Structure (SMILES): [H]/N=c1\cnncnn1
LUMO in Eh: -0.0355
HOMO-LUMO gap in eV: 8.7

Cartesian coordinates (Å):
H (2.712, -0.776, -0.929)
N (2.196, 0.164, -0.575)
C (1.019, 0.059, -0.018)
C (0.242, -1.038, 0.561)
N (-0.972, -1.312, 0.238)
N (-1.728, -0.429, -0.522)
C (-1.500, 0.778, -0.345)
N (-0.623, 1.671, 0.412)
N (0.518, 1.270, 0.536)
H (0.504, -1.821, 1.425)
H (-2.369, 1.432, -0.783)

Results of the Löwdin charge analysis, in e, for atoms 1 through 5:
1. H 0.13
2. N 0.15
3. C -0.42
4. C -0.11
5. N 0.03

- Which formula does entry 4 have?
  H2N2O4P